Record 1
C27H31Cl12N4O2V as an isolated structure, computed with ωB97M-V/def2-TZVPD.

Computed properties:
- gap between HOMO and LUMO (spin up / spin down) (eV) = 7.68 / 7.91
- DFT total energy (a.u.) = -7883.07092
- HOMO (spin up / spin down) (eV) = -11.2 / -11.2
- LUMO (spin up / spin down) (eV) = -3.496 / -3.264

Structure (ORCA input):
```
! wB97M-V def2-TZVPD RIJCOSX def2/J DEFGRID3
* xyz 1 2
H 4.76994 1.39027 -4.45432
H -0.84740 -2.54998 0.07615
C -0.02899 -2.11049 -0.49228
Cl 1.90142 -6.86257 0.98244
Cl 3.14693 4.58881 0.91939
N -0.77682 -1.13795 3.92815
H -3.45790 2.20362 2.28598
Cl 4.26115 2.64146 -0.93792
C 2.68853 1.32080 -4.01633
H 0.58377 -2.90421 -0.91609
H 2.87912 0.97053 -3.01281
N -2.73103 0.25094 2.05745
C 1.42691 1.48360 -4.54578
H -0.80630 -4.12183 6.36582
C -4.85300 1.00567 1.25179
C -0.42292 3.91731 2.13876
H -0.58350 5.84325 -0.62216
C 1.28321 1.81791 -5.88520
H 1.80249 -4.70480 -0.00193
H -6.18363 -0.45829 0.44976
H 2.15889 2.62368 0.07290
H 0.55443 1.33786 -3.91602
C -0.62785 4.95682 -0.00434
C 2.42705 1.95123 -6.64473
C -1.81104 -1.35891 4.75024
C 3.45320 -3.17374 -3.51973
C 1.78299 -5.11322 0.99952
V -0.59821 0.74140 2.70777
C 0.16463 -2.08484 3.87887
C -0.50811 5.05958 1.36859
H 0.30987 1.92250 -6.34400
H -2.21925 -1.68193 1.56371
H -2.70287 -2.51213 6.32842
Cl 3.14355 -4.40400 1.87190
Cl -4.04530 0.26894 -4.16857
H -5.54225 1.81740 1.06501
Cl 0.23810 -4.63174 1.74334
Cl -3.62627 2.75687 -2.69421
C -3.64516 1.20902 1.89320
H -0.48501 6.03649 1.83113
O 0.09738 -0.25493 1.09858
H 1.26639 -1.89136 1.14852
Cl 1.75158 -3.05023 -3.98505
C -3.03570 -0.97229 1.60264
C -0.67929 3.67810 -0.54701
C -0.80692 -3.28821 5.67491
Cl 4.13836 -1.56485 -3.27088
H 1.62793 -0.17030 -1.29345
H -4.44558 -2.31522 0.79720
H -2.53993 -0.55860 4.84015
H -0.45599 4.03217 3.21647
N 3.65607 1.86383 -6.13808
H -0.68856 3.50130 -1.61361
C -5.21034 -0.28494 0.88879
H 3.99750 -3.59367 -4.35429
C -4.27905 -1.29217 1.10702
C 0.82267 -1.20602 0.39477
H -0.68600 1.59314 -0.10231
C -1.88900 -2.41664 5.62572
C -0.61625 2.59568 0.29773
H -4.50608 0.77613 -1.91312
C 0.20194 -3.16102 4.73993
N -0.44771 2.69108 1.62343
C 3.77327 1.52044 -4.86847
H 2.38765 2.14089 -7.71080
H 2.58747 -1.55529 -0.76520
O 0.78857 1.00346 3.39861
C 3.15054 2.91329 0.39396
C 2.00940 -0.69987 -0.40842
H 2.73525 -0.05305 0.07939
H 0.95724 -1.91708 3.16098
C -3.71132 0.99038 -2.61403
H 1.05368 -3.82436 4.73317
Cl 3.64231 -4.21006 -2.11458
Cl 3.55898 1.85543 1.76075
Cl -2.20134 0.33793 -1.94298
H -0.47854 -1.51844 -1.29432
*
```

Record 2
C27H31F5Ge2ORhS3 as an isolated structure, computed with ωB97M-V/def2-TZVPD.

Computed properties:
- gap between HOMO and LUMO (spin up / spin down) (eV) = 6.59 / 5.95
- DFT total energy (a.u.) = -7080.34425
- energy above the lowest of the compared OMol25 structures with the same formula, charge and spin (kcal per mole) = 51.5
- HOMO (spin up / spin down) (eV) = -14.1 / -14.1
- LUMO (spin up / spin down) (eV) = -7.544 / -8.180

Structure (ORCA input):
```
! wB97M-V def2-TZVPD RIJCOSX def2/J DEFGRID3
* xyz 2 2
C 3.41507 2.39425 -0.44197
C 2.11373 -0.71929 -1.45524
C 4.26929 1.54704 1.65440
H 5.47832 -2.09731 0.27488
H 1.82092 3.52903 4.53844
C 4.22989 3.50352 -0.31629
F 0.08000 -1.12950 1.85729
H 5.82405 -1.11477 1.71108
F -3.26789 -0.01589 -1.24828
C 1.94916 -1.34046 -4.15508
H -0.76887 1.01056 5.23921
H 2.79188 2.28606 -1.32112
C 2.68784 -2.15510 -3.30804
Ge 2.55573 -0.31687 0.36041
F -0.95839 -3.67938 2.05020
S -2.42896 3.58215 3.08287
H -2.80876 1.70214 4.46099
H 5.82598 -2.87642 1.81951
C -1.52390 -2.80308 1.22994
H -3.18071 3.79615 0.82885
O -1.06140 0.67958 0.24210
H 3.65454 -0.71894 4.06163
H 2.79436 -4.10992 0.43952
H -2.08318 1.19375 2.95331
F -3.14227 -4.35626 0.55323
H -0.00719 4.38668 3.06127
C 3.15439 -1.63442 3.74840
S 0.55110 3.23502 1.03245
C 5.33697 -2.01998 1.35220
F -4.27207 -2.52752 -1.07704
H 1.55115 4.93204 2.38269
C -1.57402 -0.54688 0.29032
C -2.69660 -0.91154 -0.45347
C 2.55142 -3.74827 1.43710
H -0.52212 2.74468 5.10577
C -3.21183 -2.19453 -0.36512
H 2.09156 -1.55412 3.97646
H 0.82748 0.94977 -1.92997
H -2.34649 2.28319 1.08518
H 5.71244 4.50036 0.87340
H 4.23141 4.26300 -1.08678
H 3.30940 -2.52002 -1.29767
H 1.88438 -1.57848 -5.20821
C 2.75327 -1.85938 -1.95455
C 5.09422 2.65530 1.77560
C -2.30105 3.34697 1.29127
C -1.07677 3.95444 0.63166
C -1.03060 -1.52259 1.11073
H 2.86914 -4.50432 2.15625
C -0.71463 1.83782 4.53061
H 0.69167 0.39015 -4.32317
H 2.67130 2.87554 3.13530
C 1.68655 3.11276 3.53998
C 0.93969 4.06512 2.63286
H 3.19659 -3.02633 -3.69733
H -0.93176 5.00257 0.90556
Rh 0.47395 1.05429 1.43488
C 3.43019 1.39475 0.53928
C 1.27809 -0.22833 -3.65721
H 4.29497 0.78471 2.42688
H 5.75849 2.75091 2.62426
C 5.06724 3.63550 0.79041
C -2.01888 1.93980 3.74682
H 1.47066 -3.64592 1.51925
S 0.87038 1.49401 3.66347
Ge 3.44757 -2.07449 1.86945
C -2.63248 -3.14056 0.47252
C 1.36275 0.08671 -2.31200
H 3.55995 -2.45482 4.34229
H -1.14621 3.90766 -0.45544
*
```

Record 3
C27H32MoN3O7S3 as an isolated structure, computed with ωB97M-V/def2-TZVPD.

Computed properties:
- gap between HOMO and LUMO (spin up / spin down) (eV) = 5.17 / 5.17
- DFT total energy (a.u.) = -3001.44350
- energy above the lowest of the compared OMol25 structures with the same formula, charge and spin (kcal per mole) = 17.0
- HOMO (spin up / spin down) (eV) = -11.0 / -11.0
- LUMO (spin up / spin down) (eV) = -5.847 / -5.847

Structure (ORCA input):
```
! wB97M-V def2-TZVPD RIJCOSX def2/J DEFGRID3
* xyz 1 1
H 1.74387 0.85111 -3.76135
H 3.52632 0.90384 -3.46179
O -2.33032 -4.28685 -0.59992
H -0.30854 1.59843 4.58865
N -2.82085 -1.27687 -4.99145
C -0.09341 -0.24196 5.66002
S 1.49920 -1.91041 1.78827
S -2.05816 -0.23821 -2.70464
H -2.61055 -0.31460 -5.31580
C -4.27872 5.77831 -2.12271
C 3.52988 -0.91707 -1.48815
H -3.25004 -3.55449 -3.81770
H 4.16653 -4.19100 -0.62482
C 2.35353 -0.03303 -1.88082
H -1.12377 -0.37814 7.60784
C 5.85450 -1.17419 -0.85654
C 4.37537 -3.14227 -0.85070
C 2.58244 0.29510 -3.37789
C 0.60227 -1.48416 5.74361
H -5.27341 3.25019 -1.90569
C 1.11241 -1.98486 4.57210
O 2.28491 -3.12030 2.04628
C -1.47538 -3.41368 -0.30985
S -1.81755 1.27350 0.93961
H -1.86891 0.79338 6.42436
C 0.59698 0.08790 3.35778
H -1.67684 -2.42612 1.69512
C -2.21302 4.61939 -1.21722
C -0.92987 -2.97568 1.06856
Mo -0.45163 -0.75999 -0.73018
H 2.15510 1.09176 -0.03892
N 0.22037 -2.08805 0.79930
H 6.53585 -3.07855 -0.23313
C -2.59172 -1.58408 -3.71090
C 3.35422 -2.30118 -1.39433
H 4.79683 0.74599 -1.15395
H 0.99697 -1.55403 -2.62780
C 5.61835 -2.54306 -0.57474
H -5.29850 5.58951 -2.52140
C 1.09442 -0.80189 -1.83997
C -1.78375 3.71633 -0.27547
H -0.50425 -3.86690 1.59161
N -2.66497 -2.85564 -3.31540
C 4.76132 -0.35256 -1.15222
C -3.84831 2.37566 -0.54496
O -0.56815 1.16337 0.03208
H -3.74700 6.38625 -2.88077
C 0.01356 0.58465 4.53413
H -4.37816 6.41071 -1.20546
O -0.96175 -2.64538 -1.25968
C -2.60487 2.59844 0.09168
H 3.07591 1.98443 -1.24656
H 0.63404 -2.04731 6.64867
H 2.44066 -2.80072 -1.69320
C -3.54521 4.54242 -1.71090
H 0.73180 0.73057 2.45840
H 2.68236 -0.63274 -3.87042
C 0.97136 -1.23554 3.36131
H -0.81916 3.90293 0.24580
H -4.38400 1.46136 -0.25571
O 2.25399 -0.81639 1.21021
C -0.87250 0.34280 6.81338
H 6.87948 -0.80297 -0.86097
O -2.67643 0.08897 0.79987
C 2.22786 1.30832 -1.11737
C -4.31749 3.36362 -1.42053
H 1.60631 -2.95419 4.55558
H -1.54571 5.36574 -1.65407
O -1.37539 1.63891 2.24937
H -0.28353 1.16962 7.23274
H 1.33245 1.87902 -1.41429
H -2.24734 -3.13653 -2.39962
H -3.01228 -1.97092 -5.72638
*
```

Record 4
A 2-piece molecular cluster, C27H32O overall, computed with ωB97M-V/def2-TZVPD.

Computed properties:
- gap between HOMO and LUMO (eV) = 2.96
- DFT total energy (a.u.) = -1123.16355
- HOMO (eV) = -5.7
- LUMO (eV) = -2.789

Structure (ORCA input):
```
! wB97M-V def2-TZVPD RIJCOSX def2/J DEFGRID3
* xyz 0 1
C 4.19891 -1.11996 1.69367
C -0.87690 -1.09487 1.77472
H 0.47611 -4.20369 1.63486
H 4.20328 -1.73731 0.78703
C -2.48444 4.88157 2.17645
C -1.91956 6.80798 0.83711
C 0.12597 2.34505 5.24336
H -0.84286 1.84511 5.33688
C 2.96164 -0.21847 1.77096
C 2.98723 0.68556 0.53412
H -1.71765 -3.06426 1.70126
C 1.62568 -2.39347 1.78514
H -3.22755 1.08488 0.40958
H -3.51314 -1.93507 2.47594
C 1.14084 2.03968 6.13541
C -1.09513 4.62988 2.46855
C -0.56104 6.56068 1.06125
H -2.41879 -0.17180 3.82955
H -1.73600 3.05969 3.72281
C 3.09747 0.64650 3.01614
C -0.83323 3.59399 3.40809
H 2.26487 1.35033 3.05893
C 1.63200 -1.01615 1.82400
H -3.41886 -1.90882 0.68722
H -3.23603 4.24201 2.64646
H 2.18630 1.43014 0.58792
C 0.35296 -0.30857 1.96449
H 0.92427 5.21538 1.86500
C -2.87933 5.93962 1.38358
C 2.56573 3.68041 5.05987
H 0.18406 7.25757 0.66669
C -2.25392 0.58175 0.47592
H 1.66226 4.88783 3.52826
C 0.43848 -3.11547 1.71558
C 0.28926 3.34565 4.23337
H 3.07863 0.01402 3.90864
H 2.57752 -2.93039 1.79744
H -2.23608 7.66446 0.25091
H 4.04012 1.20359 2.99976
C 2.37682 2.69919 6.03547
C -2.23473 -0.35385 1.69123
C -2.40833 0.47978 2.95014
C -0.14083 5.44994 1.80040
H 2.87063 0.08700 -0.37878
H -3.33539 1.05947 2.91157
C 1.53291 4.04026 4.19524
H 3.95386 1.20123 0.48217
H 3.17713 2.45865 6.74092
H 4.28485 -1.75817 2.57995
H -2.09082 0.01647 -0.45275
H -4.36243 -0.69236 1.55394
C -3.44089 -1.29258 1.59247
O 0.30408 0.91645 2.29166
H 5.09842 -0.48530 1.65911
H -1.55915 1.15901 3.01637
H 3.52320 4.20723 4.99943
H -3.94121 6.12577 1.21022
H 0.96280 1.31143 6.92657
H -1.47204 1.34277 0.57997
C -0.79765 -2.47032 1.73364
*
```

Record 5
C27H33AsBr2F5IN3O3SSi2Sn as an isolated structure, computed with ωB97M-V/def2-TZVPD.

Computed properties:
- gap between HOMO and LUMO (eV) = 7.08
- DFT total energy (a.u.) = -10811.00840
- HOMO (eV) = -5.0
- LUMO (eV) = 2.039

Structure (ORCA input):
```
! wB97M-V def2-TZVPD RIJCOSX def2/J DEFGRID3
* xyz -1 1
H 3.29074 -2.12259 -3.56590
F 1.95009 1.46543 -6.15675
C -1.66804 -0.53676 2.54010
C 0.39870 0.39265 -4.73953
H -2.97487 -3.38424 0.60544
F 0.89735 0.18564 -8.32058
N -0.45586 -0.43974 2.15970
C 0.36149 2.31599 2.77542
Sn -0.26593 0.10943 -0.62765
C -0.65095 -0.90827 -6.90856
H 0.20682 -5.90532 -0.56251
H 2.38908 -0.83672 -2.75474
Si 2.29507 -2.90195 -1.39442
F -2.19163 -1.97288 -5.53310
C -2.05782 -0.99431 3.91731
H -1.22581 -1.53172 4.36561
H -0.83251 -5.49974 0.80164
H -2.93203 -1.64173 3.87383
Br 5.67680 3.49152 3.24273
H 0.19787 2.32498 -2.23742
S -1.48381 -0.63136 -2.98601
H 3.57857 -1.69315 0.35016
C 3.09934 2.45988 2.42537
H -1.46802 3.36622 3.10696
C 1.16292 2.94241 3.75759
C 3.70724 -2.65053 -0.15391
H -3.22778 -2.44026 -0.86714
C -0.20206 2.30887 -1.23194
O 0.47822 -0.77999 3.12246
H -4.28700 0.46239 2.90750
I -1.98656 3.44535 -1.22738
C -0.69677 -0.44594 -4.50945
H 2.41237 -5.34810 -0.91083
C -1.22954 -4.15413 -2.96167
H -4.57759 -1.09108 2.10116
C 2.38951 -1.90269 -2.98943
H -1.59586 -3.25484 -3.45060
C -1.17369 -1.11172 -5.64799
H -1.59519 1.98252 1.99960
C 0.92978 0.61510 -5.99459
H 0.47409 2.76647 -0.52157
H 3.13825 3.51358 4.31028
C -1.13100 2.34735 2.91036
Br 4.77726 0.72089 -1.58002
H -1.45153 1.72116 3.74746
H 1.61709 -5.10528 -2.46926
H -2.29586 -0.13671 4.55062
H 0.68802 3.37728 4.62782
O -3.17592 0.54646 -0.51445
H -0.23319 -4.37329 -3.35005
C 4.94491 2.05488 0.92121
C -2.94360 -3.42467 -0.48582
H -1.89140 -4.98123 -3.23180
C 2.51089 3.01858 3.58138
C 2.74170 1.10536 0.35617
H 1.51536 -2.11364 -3.61058
H 4.69582 -2.66099 -0.61506
N -2.34386 0.17978 0.37455
C 4.09271 1.34861 0.07424
Si -1.21470 -3.89771 -1.09096
As 0.37846 -2.45940 -0.05670
O 2.01134 0.35167 -0.39176
C -4.14572 -0.09419 1.97879
C -0.79516 -5.57378 -0.28717
C 2.42415 -4.75203 -1.82570
H 1.30783 -0.66734 2.64386
H 3.36954 -4.94926 -2.33688
H -4.68069 0.40904 1.17602
F 0.96342 1.03471 -3.70822
H -1.50025 -6.34658 -0.60266
C -2.70074 -0.15811 1.58410
H 5.98299 2.18180 0.64918
H -3.69472 -4.14278 -0.82286
N 0.89411 1.71802 1.73692
C 2.23282 1.75805 1.54431
H 3.66598 -3.43952 0.60110
F -1.16227 -1.55245 -7.96520
C 4.46236 2.57225 2.09012
C 0.40434 -0.03277 -7.09655
*
```

Record 6
C27H33BN14O2PdS2 as an isolated structure, computed with ωB97M-V/def2-TZVPD.

Computed properties:
- gap between HOMO and LUMO (spin up / spin down) (eV) = 7.29 / 3.63
- DFT total energy (a.u.) = -2914.24842
- energy above the lowest of the compared OMol25 structures with the same formula, charge and spin (kcal per mole) = 7.9
- HOMO (spin up / spin down) (eV) = -12.3 / -12.3
- LUMO (spin up / spin down) (eV) = -5.046 / -8.705

Structure (ORCA input):
```
! wB97M-V def2-TZVPD RIJCOSX def2/J DEFGRID3
* xyz 2 5
C 1.09829 4.68263 -1.11542
C 1.09708 5.91421 -1.75509
C 0.21797 4.45789 0.09242
H 0.12212 -0.31679 6.97717
C 4.52446 -0.58685 -3.11705
H -2.44636 1.06313 -1.06842
C -4.26071 0.09770 1.49042
H -3.95821 -3.58519 -1.06602
H -0.99385 -1.30591 6.44656
H 3.29954 5.24365 -4.24735
B -0.81448 -0.12816 6.13538
C -3.82361 -1.87340 0.04948
H -6.42301 0.38623 -0.02089
H -4.66092 1.87589 3.44169
C 0.02843 2.00761 0.62680
C 4.27449 0.81461 -3.44410
H -4.25473 2.84754 2.00144
N -4.46074 -2.93953 -0.48449
H 3.46044 -4.17783 -0.62411
H 3.47320 -0.52726 -1.25227
N 2.77025 -2.47806 0.35610
C 1.89916 6.12467 -2.86963
H -2.87340 1.13487 2.34723
C 5.00813 -3.25182 -2.56171
C -0.55953 -5.47109 0.11575
C 2.68896 5.10363 -3.36603
N -4.62844 -1.08347 0.83776
C 2.68942 3.86659 -2.72573
C -4.99614 2.17989 2.44849
N 0.91277 -1.57873 1.02722
N -5.23673 1.01573 1.60577
H -7.28313 0.44096 1.54147
H 0.46675 6.71480 -1.38754
H 1.89260 7.08714 -3.36214
H -5.44591 -3.09813 -0.36785
H -0.58772 5.18828 0.11298
N 4.69913 1.47264 -4.46358
H -0.51519 -5.25995 -0.94765
H 1.61886 -1.40279 3.05548
S -1.05399 -5.60943 3.01098
H 0.88085 1.94194 1.28364
C 1.55761 -2.07698 -0.01954
N -1.47967 2.89107 -0.69986
O -1.02524 -4.24855 0.73444
Pd -1.18635 -0.85741 1.42601
H 4.64225 -3.26276 0.30304
C 5.27260 -1.35241 -4.00476
C 5.51428 -2.68546 -3.71981
C 1.81136 -1.70975 2.04243
C 4.26440 -2.48753 -1.66685
C -1.65840 1.60162 -0.57019
N -2.58693 -1.57568 -0.18257
N -3.06237 0.22204 1.95427
H 5.64974 -0.89382 -4.90829
H 5.20482 -4.29522 -2.34407
O 3.49149 1.56975 -2.63001
H 0.78065 4.53287 1.02412
C 3.81330 -3.17068 -0.39726
N -0.51081 0.02578 3.46092
H 1.92805 2.69567 -1.11333
H -5.92520 2.72978 2.55981
H -5.57505 -1.39208 0.98181
C -6.52384 0.92159 0.91997
H 0.42815 -5.72660 0.49507
C 1.90823 3.66494 -1.59586
C -1.31033 -4.27268 2.01592
N -0.39882 3.13551 0.06947
C -0.62162 -0.03781 4.60493
S -1.87709 -2.92746 2.82291
H -1.25327 0.86989 6.62080
N 2.94375 -2.24740 1.67293
H 6.09911 -3.28558 -4.40310
H -1.26034 -6.28270 0.30963
H 1.18745 -2.14201 -1.02969
C 3.48314 2.77038 -3.27202
N -0.74324 1.00122 0.24006
C 4.02531 -1.15098 -1.94406
N 4.18323 2.75259 -4.34958
H -2.17282 -2.21750 -0.84797
H -6.86364 1.92653 0.68312
*
```